(1)
14
Properties=species:S:1:pos:R:3 method="wB97M-V/def2-TZVPD" relative_energy_kcal_mol=69.9 lumo_ev=-0.87
H 0.67467 0.06901 -1.99564
C 0.59891 0.55798 0.10554
S 2.39009 1.63551 -1.73453
H 0.37198 -1.15064 2.18967
C -2.16449 -0.93934 -1.59799
H -2.87345 -1.10850 -2.36752
C 1.16342 0.67779 -1.25858
C -0.38712 -1.28272 1.42888
H 0.48474 1.31508 2.04926
H -1.13021 -2.07446 1.57791
H 1.68869 2.18829 0.92185
C 0.94122 1.39977 1.07177
C -1.36471 -0.75907 -0.71130
C -0.39373 -0.52870 0.32068



(2)
19
Properties=species:S:1:pos:R:3 method="wB97M-V/def2-TZVPD" relative_energy_kcal_mol=113.7 lumo_ev="-0.08 / 0.19"
H -2.73704 -0.65959 1.59530
H -0.42008 0.62587 -1.96775
H -0.49709 1.58676 1.29543
H 3.10780 0.82166 0.95943
H 0.39163 1.92578 -0.21886
C 0.48937 1.59495 0.83153
H 1.09960 2.36112 1.33734
H -1.75517 -0.31585 -2.64017
C -0.71402 -0.36217 -2.33358
H 2.70398 -0.79525 0.34720
C -1.94257 -1.31427 1.23540
P -0.49276 -1.56705 -0.96076
H -2.21909 -2.35457 1.41805
H -1.00791 -1.08198 1.75215
N 1.08891 0.32059 0.95690
H 2.41835 0.65663 -0.65410
O -1.81044 -1.05707 -0.14202
H -0.08584 -0.63014 -3.17890
C 2.38238 0.24459 0.36739



(3)
117
Properties=species:S:1:pos:R:3 method="wB97M-V/def2-TZVPD" relative_energy_kcal_mol=0.0 lumo_ev=-0.24
H 0.02338 3.58785 2.77871
H -5.38907 -2.52698 -5.41530
C 5.04210 -1.72152 -3.60410
C 6.64703 -0.26212 0.82130
H 6.37737 0.21809 1.76193
C -0.67925 0.72568 -6.27354
O -1.77466 4.49547 -0.94935
H 1.80717 -0.99780 1.12101
C -3.67981 -0.89097 -1.42112
C -1.71656 6.66393 0.11095
H 0.20230 3.70010 6.46173
O -0.36428 1.62521 4.34062
C -3.38991 -2.40025 -5.17835
H 1.13775 -2.57208 -4.35161
O 6.17351 -0.28930 -1.87026
O -2.37342 -2.95161 2.11514
H 1.40542 1.10268 3.64010
H 6.06776 -1.93845 -3.90255
O -4.06402 1.43439 3.60729
H -0.33540 -1.76582 -2.08926
H -4.74322 -4.06848 -5.52598
N -1.89695 -3.97120 1.67601
C 3.12003 -1.27994 2.93194
C 1.71552 -1.32826 2.15566
H 1.26261 -1.16293 -2.14123
H -3.61617 0.12403 -1.02892
N 1.88927 -4.45157 -4.90288
C 0.25210 -0.88056 -1.84585
C -0.93773 3.62756 -3.34804
H -1.76036 0.79782 -6.15471
H 1.50199 2.70104 4.57214
O -0.45241 -1.59471 -5.99922
C 0.90382 -3.62423 -4.18927
O 6.97180 1.86625 -0.66930
O 4.55234 0.98551 -0.23376
O -4.40880 2.05912 1.30766
H -0.13716 1.52554 -5.76909
H -3.08605 -1.41956 -5.54443
O 3.06247 -2.15302 4.04018
H 5.06643 -2.05770 -1.45889
H 6.12257 -1.20945 0.69632
O -2.12280 2.06604 -1.58727
H -5.14318 -0.04323 2.53470
C -1.04767 5.66147 -0.90193
O -0.00777 -0.36712 -0.56825
H 0.99941 -0.73952 2.72895
H 4.60797 -0.01319 5.35902
H 0.33638 0.51773 -0.42609
H -1.27522 3.80055 5.60415
H -0.07803 -3.87684 -4.58960
H -0.60822 4.66101 -3.45536
N -0.06190 -0.50201 -5.71718
H -0.24444 2.96608 -3.86757
O 1.90658 -5.64321 -4.66888
S -0.58313 1.43255 5.95158
H -0.12309 -0.06852 -2.46868
C 4.43442 -0.90583 5.96000
H -2.35782 -4.06747 -0.38726
H -1.30572 3.32723 7.31099
H 1.29012 -2.32162 2.29837
H -0.79819 -5.00273 0.19618
S 4.45557 -2.45061 4.91125
C -0.76838 3.21288 6.36956
H -0.10167 5.37119 -0.44486
H -4.60090 -1.34269 -1.05281
H -3.90059 -0.96693 4.75547
O 2.58035 -3.89999 -5.71238
H -0.84232 6.15129 -1.85378
C 0.64864 2.70775 2.62847
H 4.89544 -0.89299 -4.29702
H 3.76475 -1.80171 2.22470
O 0.86257 -0.30273 -4.94575
C -1.47139 -4.14669 0.24207
H -2.71731 -1.37104 -1.24444
C -4.88771 -0.50917 4.69106
H 4.10729 -0.77715 -1.93277
H -1.94491 3.60290 -3.76406
O 0.62214 0.77149 6.51985
H 3.37886 -0.24053 3.13376
H -4.53517 -2.99176 -6.94204
H -2.45819 -2.94013 -5.00943
H 4.41093 -2.61018 -3.60540
H 7.72264 -0.41394 0.91139
H -1.63239 6.13217 1.05871
H -4.99222 -0.20342 5.73207
C -2.31895 0.50204 2.01241
H -0.84727 -3.26369 0.10465
C 5.09578 -1.19472 -2.12410
S 5.99062 0.78412 -0.56876
O 4.16326 -3.57433 5.79699
O -3.59870 -2.22900 -3.75579
H -6.00372 0.94056 3.58698
O -5.10779 -0.23092 -3.68839
C -5.04043 0.43666 3.50796
H -1.17162 7.60614 0.16899
O -2.48744 0.10663 -3.66303
C -4.53859 -3.04920 -5.85356
H 5.22459 -1.06577 6.69358
H -1.74755 0.80318 1.13439
H -5.60224 -1.32539 4.58464
O -1.72025 -4.94085 2.43915
H -0.58754 0.72069 -7.35967
S -3.35862 2.01635 2.29771
O 5.61863 -2.37082 4.00208
C 0.93061 2.04415 3.91630
H 1.58019 3.04666 2.17521
S -1.11789 3.13076 -1.56815
O -1.86732 0.73017 6.15233
H -2.93725 -0.34145 1.70525
O 0.18937 2.89793 -0.96388
H 0.34723 2.00918 1.84792
H -2.73037 6.91326 -0.20231
H 1.18908 -3.88693 -3.17059
H 3.52208 -0.74747 6.53503
S -3.72334 -0.62285 -3.24474
O -2.50992 3.13922 2.62649
H -1.74812 0.32460 2.92387



(4)
127
Properties=species:S:1:pos:R:3 method="wB97M-V/def2-TZVPD" charge=+1 lumo_ev=-4.34
H -0.88883 -0.35546 -0.54095
H -7.37821 0.62376 -10.17030
O -9.17025 0.93765 -1.55096
H 0.62923 -2.08623 6.15740
H 7.02550 -0.19476 4.17818
C -8.70252 2.26881 -10.33575
O -10.11162 4.15224 -10.27985
H -11.60491 3.82892 0.82534
C 3.82485 -2.76356 3.99413
C -10.85403 3.61596 0.07491
C 0.14231 -3.79826 2.85379
C -4.82637 -1.16729 -3.61968
H -0.83609 -3.99611 2.20080
H 3.20697 -3.69342 6.74624
C 2.83280 -2.68785 6.22583
C 2.23097 -0.32703 2.97601
O -8.12356 -1.90270 -4.73267
C 10.66388 0.32110 5.23746
H -0.04014 -4.04541 4.00112
H 5.91778 -4.33121 -0.94174
H 1.89284 0.67925 0.09068
H 4.10428 -6.46756 0.33843
C -5.88702 -1.88050 -4.00307
C 3.45839 5.08102 -0.06523
H 5.47376 -6.12845 -1.62121
F 6.51955 -3.24760 2.49427
H 13.38283 -0.54539 3.94800
H 4.55041 -1.94233 4.40442
N 2.92620 -1.18641 1.94461
C -0.38706 -0.61674 -1.58482
O -8.98297 2.07592 -11.67600
O 4.45259 7.17174 0.42248
O 2.58319 2.93459 -0.53392
O 4.87685 1.57713 0.12168
C 1.47810 -2.06840 6.98220
C 1.05961 -2.99354 8.27852
H -1.62754 0.20590 -3.34732
C 9.74526 -1.03912 2.87568
H -1.60587 -1.84207 -3.12152
H -6.72076 -3.54228 -4.37920
O 5.77998 -0.72659 2.45070
C 1.25324 -0.74133 -1.59745
H 2.90107 -5.26236 -0.52246
H 3.98599 1.29501 -0.18045
O 2.32251 -5.61924 3.33186
H 1.66309 -0.93221 7.28170
N 1.82216 -0.30819 -0.25214
C -9.47578 2.09479 -1.28505
H 3.07607 -2.74685 -0.55291
H 1.18964 -4.12639 7.98535
C 5.06451 -5.08381 -1.21601
C 4.81973 2.95679 0.19568
O -5.82990 -3.26016 -4.07706
C -7.86761 1.45775 -9.68320
O 1.03474 -5.82928 1.20971
C -10.21420 4.76663 -0.58118
C 3.96796 -5.33956 -0.02490
O 12.04439 -1.35238 2.41883
S 1.63385 -4.78561 2.18174
H 1.53018 1.79453 4.26725
N 2.42879 -2.79567 0.30823
C 3.59450 -2.46222 2.40042
O 3.16920 0.38641 3.89796
C 5.81135 5.13751 0.65825
O -3.93377 0.98339 -3.20647
O 8.36648 0.68464 5.66485
H 4.42474 -3.79447 4.05247
O 5.50557 -1.93923 0.29170
H -9.59257 4.43259 -7.72606
H -9.03101 6.37032 -1.85268
H 1.63136 -1.81880 -1.92467
C -9.09140 3.60815 -8.21685
C -4.89539 0.30022 -3.54050
O -6.80276 0.94858 -7.63390
H -7.36815 2.25884 -5.97722
O -6.25416 2.33444 -3.77627
H 1.37355 -0.89449 3.54809
C 2.24052 1.05043 4.86748
C 11.57749 -0.19671 4.41416
H -8.19391 0.70827 -4.51387
H 9.47072 -1.57065 1.97322
H 10.93806 0.83904 6.14758
H 1.66089 0.01050 -2.42453
H 5.34517 7.45419 0.71877
H 1.52242 0.26086 5.39457
C -7.57659 1.66795 -8.25667
C 5.88038 3.67000 0.57907
H 3.67188 -1.85786 6.39719
H -8.11394 3.03269 -2.71925
H -0.10099 -2.79436 8.46731
O 2.59916 -2.96286 4.78141
H -3.88573 -1.63300 -3.35502
H 2.51284 5.54556 -0.31513
C 4.51791 5.79418 0.32148
C 3.53510 3.61557 -0.16748
C -1.27238 -0.76210 -2.77479
H 4.46065 -4.62681 -2.13889
H 1.68477 0.54473 2.37214
C -6.18884 0.95689 -3.87727
C -7.24836 0.24373 -4.26397
H 6.82102 3.20429 0.84372
O 6.77297 5.82068 0.99228
H 2.82262 1.58655 5.73618
H -5.36157 2.61690 -3.47997
H -9.61059 2.79171 -11.91683
C 9.22843 0.20628 4.93600
C 2.94649 -3.67157 1.44421
O 7.47990 -0.65058 3.43654
C 11.18108 -0.90306 3.16513
C -10.51329 2.36794 -0.25230
C -8.85353 3.24565 -1.95806
C 8.83136 -0.52439 3.70064
H 1.66734 -2.72967 9.26156
O 12.92811 -0.09479 4.69278
C 2.31502 -1.29422 0.56645
H 0.42287 -2.67056 2.67808
O -10.49559 5.92466 -0.29147
O -8.61807 5.57965 -2.26358
O -11.11222 1.28134 0.35819
S 5.39231 -2.13048 1.84163
O -8.00053 2.97104 -6.21673
H -10.69492 0.49090 -0.04844
C -9.19691 4.49351 -1.63316
C -8.25916 2.79489 -7.56368
C -9.36407 3.41287 -9.64937
O 4.13706 -4.50414 1.17355
C -7.17164 -1.22172 -4.36623



(5)
13
Properties=species:S:1:pos:R:3 method="wB97M-V/def2-TZVPD" charge=+1 relative_energy_kcal_mol=17.8 lumo_ev=-3.56
H -0.95390 1.27291 0.14058
H -2.01790 -1.96849 -1.35519
H 1.29731 -0.35674 -1.79527
O 1.02848 1.24305 2.86016
H 1.10893 1.59723 3.75177
H -0.00126 -1.08106 -1.42053
H 0.66029 0.17160 -0.36796
O -1.57925 -1.49176 -2.07997
H 0.28308 1.52555 1.05076
O 0.00335 1.40212 0.12433
H -1.95287 -2.00887 -2.80982
O 0.79065 -0.63682 -1.01502
H 1.33310 0.33129 2.91616



(6)
17
Properties=species:S:1:pos:R:3 method="wB97M-V/def2-TZVPD" relative_energy_kcal_mol=0.0 lumo_ev=-1.27
O -0.75442 3.59616 0.21687
O 3.09143 0.09374 -1.58517
N 2.69332 1.85013 0.27477
H 1.51314 3.37634 0.52965
H -1.32686 -0.27282 -1.51803
S 2.98603 0.26474 -0.16985
H 1.33855 -1.47694 -0.09578
C -0.83723 -0.68106 -0.54428
C 0.22296 0.23648 -0.04602
N 1.50420 -0.53746 0.18786
N -0.80961 2.42760 0.01052
O -1.88782 1.92044 -0.38964
C 0.27983 1.61423 0.13615
C 1.56471 2.30012 0.37317
H -0.39829 -1.64810 -0.54126
H -1.70029 -0.79870 0.24153
O 3.89836 -0.29585 0.76161



(7)
25
Properties=species:S:1:pos:R:3 method="wB97M-V/def2-TZVPD" relative_energy_kcal_mol=66.4 lumo_ev=0.81
H -0.83082 1.51869 0.45624
C -2.08495 -0.39154 1.37858
O 3.44800 -0.23183 0.40435
H 2.74784 -2.18530 -0.49721
H 0.22726 3.17809 0.88474
O 0.98508 1.92934 -0.64424
H 1.25489 -2.60247 -1.33952
H 2.78525 1.85869 0.18826
C -0.16208 2.49332 0.04528
C -0.04472 -0.57198 -0.02107
C 1.62257 -2.28539 -0.33606
H 0.01953 -0.71595 2.00922
C -0.88672 -0.55310 -1.21640
H -2.83828 -0.02175 -1.96250
C -2.79856 -0.12526 0.22526
C -2.23486 -0.22678 -1.04269
H -0.35172 -0.91051 -2.18201
H -2.48327 -0.47503 2.35990
N 1.88958 1.42429 0.30319
N 1.33441 -0.88617 -0.14359
C -0.70972 -0.60159 1.18628
C 2.32926 0.07575 0.13169
H -3.89827 0.25362 0.13780
H -0.69420 3.06644 -0.86699
H 1.37449 -3.01356 0.54149



(8)
70
Properties=species:S:1:pos:R:3 method="wB97M-V/def2-TZVPD" relative_energy_kcal_mol=8.7 lumo_ev=-0.47
H 4.01799 1.11179 3.21068
C 1.50329 3.35049 3.50348
H -3.19851 2.51459 2.09128
C -2.19651 -1.39121 1.38948
H -0.22741 -5.21581 -0.53552
C 2.78079 -0.49221 -1.46192
H 1.14329 -4.11421 -0.77432
C -3.76971 0.52819 1.56398
C -1.70281 0.02289 -2.00712
S -2.12731 2.47639 -2.48242
N -1.49161 0.83479 2.08338
H -6.94801 -0.42361 0.79678
C 3.01589 1.50679 3.15908
O 2.05239 -0.60141 2.39278
C -2.43981 0.00269 1.64028
C 3.38319 -1.14671 -4.34582
C -4.02231 1.88869 1.78848
C 5.63369 -1.46111 -2.18202
C -5.28511 2.40189 1.63858
C 0.46479 2.59679 2.99238
H -5.47111 3.44849 1.82428
H -1.28971 3.26219 0.54578
H -3.16181 -3.28841 1.10068
C -1.16351 1.97069 -1.11692
H 3.01629 -2.15611 -4.18772
H -0.53211 2.99999 2.90828
N -0.75051 -2.02161 -1.18972
C -6.34191 1.57469 1.25188
H 3.59839 3.41029 3.92938
O -1.04681 -1.92141 1.39598
C 3.29539 -1.25271 2.50288
C -3.35251 -2.22841 1.20588
H 3.07759 -2.31571 2.40988
C 1.87209 -0.59201 -0.66652
H 3.85309 1.96089 -3.45572
H 5.02569 1.85059 -2.15962
C -0.56661 2.98139 -0.22112
H -2.88381 0.55669 -3.78612
N -1.05061 0.69349 -1.01132
H 3.76429 -1.06561 3.47398
H 5.35539 -2.49281 -1.99102
C -2.34231 0.82969 -2.90412
H 0.31739 2.57489 0.26448
H 5.48479 1.42209 -3.79412
C -0.73221 -3.29991 -1.29442
C 4.67719 1.36919 -3.06822
C 0.10229 -4.18401 -0.46042
C -6.12751 0.23109 1.06228
C -4.59941 -1.71511 1.08528
C 0.68789 1.29249 2.55528
H 3.97659 -0.94781 1.70238
H 4.09759 -1.18021 -5.16312
Si 4.12359 -0.42931 -2.73792
C 1.97279 0.72009 2.69588
S -1.82111 -3.90151 -2.52482
C 2.77879 2.81519 3.55598
H 6.42139 -1.47101 -2.93062
H -7.32851 1.99409 1.11858
Zn 0.27369 -0.70981 0.39978
H -5.43991 -2.36381 0.87278
C -4.84751 -0.32031 1.22858
H 1.31999 4.35799 3.84578
C -2.28161 -2.28461 -2.86472
H 2.54049 -0.54401 -4.67152
H 6.06449 -1.06531 -1.26732
H -3.01871 -2.07151 -3.61042
N -0.25781 0.49689 1.94418
H -0.30121 3.87289 -0.78592
H 0.03739 -3.83481 0.57058
C -1.61221 -1.41761 -2.04842



(9)
28
Properties=species:S:1:pos:R:3 method="wB97M-V/def2-TZVPD" relative_energy_kcal_mol=0.0 lumo_ev=0.32
H -1.65546 2.82208 -1.75909
H -2.11127 -2.73663 -1.43290
Si -0.24777 -1.51006 -0.00965
H 2.15968 -2.32438 0.32122
C -0.64543 -2.20218 1.77710
H -0.57301 -3.23520 1.74913
H 1.92347 -1.63709 -1.32096
H 1.00270 2.54255 -1.32322
H -1.01870 3.53947 -0.23778
O 1.34314 1.16328 1.69165
H 0.53559 1.40306 2.07721
C 0.86720 1.68266 -0.72444
H 0.08714 -1.74992 2.53143
H -2.38779 2.71621 -0.10936
H 1.37604 0.69286 -0.92743
C -0.94536 -2.65462 -1.32198
H -1.51257 -1.76618 2.04689
H -0.78564 -2.40872 -2.38897
C -1.44012 2.76630 -0.69001
C 1.67445 1.99463 0.62174
I -3.29264 0.04358 0.11496
H 1.47163 2.96506 1.03160
C -1.17311 0.10874 -0.09961
C -0.58356 1.59032 -0.48057
H 2.70919 1.91250 0.50171
C 1.65492 -1.51028 -0.33289
H -0.63517 -3.71359 -1.32750
H 2.20246 -0.49445 0.02171



(10)
13
Properties=species:S:1:pos:R:3 method="wB97M-V/def2-TZVPD" relative_energy_kcal_mol=79.7 lumo_ev=1.09
C 2.71325 -1.04530 -0.15943
H -1.75390 0.63342 1.84355
C -0.31525 1.20142 -0.80276
H -0.30173 -0.91711 -1.30644
H 3.62944 -1.44534 0.21520
H -2.25033 -0.42267 0.48519
C 0.28547 -0.18039 -0.75014
C 1.66730 -0.58100 -0.53928
C -1.40356 -0.10360 1.11526
H -1.03019 -0.97196 1.66870
H -1.26516 1.28226 -1.34450
H 0.30164 2.09638 -0.83989
N -0.27699 0.45392 0.41455



(11)
15
Properties=species:S:1:pos:R:3 method="wB97M-V/def2-TZVPD" relative_energy_kcal_mol=88.0 lumo_ev=0.83
N -0.56135 -0.39580 0.04428
O -1.88039 0.53359 -1.90295
H 1.87031 -1.33035 0.63974
H 0.58465 1.07854 -0.86669
H -0.47058 -1.39643 -0.18255
H 2.76938 0.07966 0.04246
H -2.00520 1.08647 0.08413
C -2.08470 0.31402 -0.71151
C 0.68483 0.28683 -0.12956
H 2.01285 -1.04980 -1.11614
H 0.30412 -0.02575 2.08197
C 1.91203 -0.56483 -0.14653
H -2.72589 -0.52647 -0.35267
H -0.40486 1.46284 1.35539
C -0.00519 0.44747 1.16064



(12)
9
Properties=species:S:1:pos:R:3 method="wB97M-V/def2-TZVPD" relative_energy_kcal_mol=57.2 lumo_ev=-0.67
C 1.19426 0.10426 0.07612
H 1.57271 0.05701 -1.02852
N -0.03258 0.73584 0.41067
S -1.20264 -1.99921 -0.14468
H 1.21400 -0.91103 0.22877
H 2.11005 0.34539 0.55364
C -1.48149 -0.45589 0.13685
I -3.16236 0.65760 0.02349
H -0.21195 1.46603 -0.25633



(13)
16
Properties=species:S:1:pos:R:3 method="wB97M-V/def2-TZVPD" charge=+1 relative_energy_kcal_mol=32.7 lumo_ev=-3.43
H 2.51793 -0.45009 -1.78744
H 0.31223 -1.64923 -0.67521
O 2.00390 1.43506 0.12291
H -0.11260 -0.05150 1.75151
C -1.39559 1.16834 -0.03778
B 1.40438 0.31652 -0.15680
C 0.18187 -0.21040 0.66093
H -0.06390 -2.20563 0.95781
H -1.17723 -1.44700 -0.10725
H 2.91800 1.45089 -0.17000
H -1.22123 1.62051 0.86663
H -3.15354 0.14869 0.77225
H -0.94310 1.69427 -0.81391
N -0.24096 -1.47413 0.16898
S -2.80105 0.25771 -0.47727
O 1.77089 -0.60401 -1.07538



(14)
6
Properties=species:S:1:pos:R:3 method="wB97M-V/def2-TZVPD" relative_energy_kcal_mol=0.0 lumo_ev=0.39
S -2.12272 1.08540 -0.52851
F 1.71858 0.06852 -1.20248
C 0.11608 -0.53234 0.61987
C 0.78283 0.12838 -0.33521
H 0.17907 -1.25069 1.54821
C -0.67384 0.50073 -0.10188